{"formula": "C33H32F3NP2Re", "method": "ωB97M-V/def2-TZVPD", "e_tot_ev": -65075.2531, "total_charge": 2, "gap_ha": [0.26304, 0.23487], "s_squared": 3.77, "multiplicity": 4, "lumo_energy_ev": [-6.86, -8.01], "e_above_lowest_kcal_mol": 15.7, "symbols": ["Re", "C", "C", "P", "C", "C", "C", "C", "C", "C", "C", "C", "C", "C", "C", "C", "P", "C", "C", "C", "C", "C", "C", "C", "C", "C", "C", "C", "C", "H", "H", "H", "H", "H", "H", "H", "H", "H", "H", "H", "H", "H", "H", "H", "H", "H", "H", "H", "H", "H", "H", "H", "H", "F", "C", "F", "F", "C", "C", "C", "C", "C", "C", "N", "H", "H", "H", "H", "H", "H", "H", "H"], "coordinates": [[-0.868, -0.615, -0.607], [2.167, -0.585, 0.724], [1.397, -0.087, 1.945], [-0.389, -0.458, 1.804], [-1.114, 0.150, 3.346], [-0.765, 1.414, 3.829], [-1.310, 1.875, 5.017], [-2.211, 1.085, 5.721], [-2.568, -0.165, 5.238], [-2.024, -0.636, 4.050], [-0.551, -2.248, 1.764], [-1.681, -2.728, 1.092], [-1.894, -4.095, 0.946], [-0.973, -4.980, 1.481], [0.152, -4.511, 2.159], [0.371, -3.151, 2.297], [1.430, -0.006, -0.847], [2.470, -0.687, -2.144], [2.889, -2.018, -2.082], [3.723, -2.524, -3.064], [4.139, -1.713, -4.112], [3.720, -0.392, -4.182], [2.888, 0.125, -3.200], [1.574, 1.786, -0.890], [0.781, 2.518, -1.778], [0.913, 3.896, -1.856], [1.832, 4.550, -1.044], [2.629, 3.827, -0.167], [2.507, 2.446, -0.091], [2.154, -1.674, 0.669], [3.216, -0.287, 0.757], [1.482, 0.998, 2.030], [1.796, -0.506, 2.869], [-0.063, 2.044, 3.292], [-1.026, 2.849, 5.398], [-2.632, 1.446, 6.651], [-3.265, -0.782, 5.789], [-2.301, -1.619, 3.689], [-2.451, -2.037, 0.737], [-2.770, -4.460, 0.428], [-1.132, -6.046, 1.377], [0.860, -5.214, 2.581], [1.250, -2.800, 2.825], [2.561, -2.672, -1.283], [4.047, -3.556, -3.011], [4.795, -2.112, -4.875], [4.047, 0.241, -4.997], [2.580, 1.161, -3.259], [0.080, 2.007, -2.427], [0.310, 4.460, -2.557], [1.938, 5.626, -1.105], [3.356, 4.337, 0.452], [3.150, 1.893, 0.583], [-1.887, -2.874, -2.165], [-0.742, -2.143, -2.008], [-0.175, -2.100, -3.209], [0.085, -2.954, -1.208], [-1.754, 2.496, 0.728], [-2.340, 2.090, -0.563], [-3.301, 2.832, -1.317], [-3.519, 2.156, -2.471], [-2.695, 0.989, -2.449], [-2.557, -0.005, -3.528], [-1.998, 0.947, -1.256], [-1.915, 3.561, 0.888], [-0.682, 2.289, 0.752], [-2.229, 1.959, 1.556], [-3.742, 3.767, -1.004], [-4.178, 2.431, -3.282], [-3.020, 0.367, -4.439], [-3.052, -0.943, -3.261], [-1.511, -0.235, -3.727]], "forces_ev_per_angstrom": [[0.2, 0.4, 0.5], [0.0, 0.1, 0.0], [0.0, -0.1, 0.1], [0.3, 0.3, 0.0], [-0.1, 0.0, -0.1], [0.0, 0.0, 0.0], [0.0, 0.0, 0.0], [0.0, 0.0, 0.0], [0.0, 0.0, 0.0], [0.0, 0.0, 0.0], [0.0, 0.0, 0.0], [0.0, -0.1, 0.0], [0.0, -0.1, 0.0], [-0.1, 0.0, 0.0], [0.0, 0.1, 0.0], [0.0, -0.1, -0.1], [-0.4, -0.2, 0.1], [0.0, 0.1, 0.0], [0.0, -0.1, 0.0], [0.0, 0.0, 0.0], [0.0, 0.0, 0.0], [0.0, 0.0, 0.0], [0.0, 0.0, 0.0], [0.0, 0.1, 0.0], [0.1, 0.1, 0.0], [0.0, 0.0, 0.0], [0.0, 0.0, 0.0], [0.0, 0.0, 0.0], [0.0, 0.1, 0.0], [0.0, -0.1, 0.0], [0.0, 0.0, 0.0], [0.0, 0.0, 0.0], [0.0, 0.0, 0.0], [0.0, 0.0, 0.0], [0.0, 0.0, 0.0], [0.0, 0.0, 0.0], [0.0, 0.0, 0.0], [0.0, 0.0, 0.0], [-0.1, 0.1, 0.0], [0.0, 0.0, 0.0], [0.0, 0.0, 0.0], [0.0, 0.0, 0.0], [0.0, 0.0, 0.0], [0.0, 0.0, 0.0], [0.0, 0.0, 0.0], [0.0, 0.0, 0.0], [0.0, 0.0, 0.0], [0.0, 0.0, 0.0], [0.0, 0.0, 0.0], [0.0, 0.0, 0.0], [0.0, 0.0, 0.0], [0.0, 0.0, 0.0], [0.0, 0.0, 0.0], [0.2, 0.1, 0.0], [-0.4, -0.8, -0.2], [0.1, 0.2, -0.1], [0.1, 0.1, -0.1], [0.0, 0.0, 0.0], [0.0, 0.2, 0.0], [0.2, 0.1, 0.4], [0.0, -0.2, -0.3], [0.0, 0.1, 0.0], [-0.1, 0.0, 0.0], [-0.1, 0.0, -0.1], [0.0, 0.0, 0.0], [0.0, 0.0, 0.0], [0.0, 0.0, 0.0], [0.0, 0.0, 0.0], [0.1, -0.1, 0.0], [0.0, 0.0, 0.0], [0.0, 0.0, 0.0], [0.0, 0.0, 0.0]]}